1.
# C8H9NS2

The molecule C8H9NS2 (wB97M-V/def2-TZVPD, OMol25).

Cartesian coordinates (Å):
C1 -1.049 -2.400 -1.999
C2 -0.188 -3.015 -1.121
C3 0.313 -2.200 -0.114
C4 -0.463 -1.086 0.248
C5 0.059 -0.196 1.324
C6 -0.823 1.136 1.395
S1 0.047 2.686 0.750
S2 1.618 1.517 -0.304
C7 1.536 0.174 0.997
N1 -1.587 -0.698 -0.462
C8 -1.764 -1.301 -1.711
H1 -1.489 -3.102 -2.847
H2 0.387 -4.006 -1.421
H3 1.289 -2.343 0.617
H4 0.048 -0.763 2.319
H5 -1.722 0.611 0.742
H6 -1.152 1.447 2.388
H7 2.041 0.584 1.823
H8 2.054 -0.659 0.457
H9 -2.707 -0.804 -2.080

Summary:
* HOMO level: -8.04 eV
* calculated total energy: -1161.27402 a.u.
* LUMO: 0.37 eV
* charge: 0
* gap between HOMO and LUMO: 0.30897 hartree

These are the Mulliken partial charges, in e, on atoms 1 to 2: -0.386, -0.482

2.
# C26H58IN14O27

A cluster of 13 separate species, C26H58IN14O27 in total (wB97M-V/def2-TZVPD, OMol25).

Cartesian coordinates (Å):
C1 4.188 -0.282 2.524
C2 3.723 0.989 1.564
C3 2.767 0.555 0.306
I1 2.256 -1.602 0.273
C4 1.362 1.380 0.176
C5 0.817 2.122 -1.141
N1 -0.471 2.815 -1.206
N2 -1.420 3.033 -0.273
C6 -0.993 2.433 0.983
C7 -2.071 2.693 2.239
C8 -2.968 1.380 2.616
C9 -2.941 0.160 1.525
C10 -3.901 0.418 0.194
O1 -4.233 1.832 -0.037
C11 -5.258 1.998 -1.089
O2 -6.417 1.284 -1.146
C12 0.291 1.586 1.380
C13 0.499 0.989 2.893
C14 1.103 2.116 3.969
O3 0.234 2.034 5.188
H1 4.889 -1.049 1.957
H2 3.279 -0.811 3.066
H3 4.856 0.192 3.390
H4 4.738 1.422 1.111
H5 3.292 1.831 2.253
H6 3.386 0.743 -0.678
H7 1.507 2.095 -2.105
H8 -0.722 3.234 -2.155
H9 -1.456 3.008 3.199
H10 -2.789 3.592 1.999
H11 -4.102 1.739 2.705
H12 -2.669 0.978 3.693
H13 -1.846 -0.207 1.230
H14 -3.428 -0.783 2.071
H15 -3.352 -0.105 -0.725
H16 -4.898 -0.222 0.348
H17 -5.159 2.827 -1.942
H18 -0.440 0.468 3.359
H19 1.329 0.136 2.799
H20 1.107 3.206 3.508
H21 2.189 1.809 4.351
H22 0.020 3.015 5.370
C15 -0.618 -4.501 -2.053
N3 0.751 -4.909 -1.636
O4 1.489 -5.386 -2.506
O5 1.046 -4.740 -0.447
H23 -0.738 -4.706 -3.119
H24 -1.329 -5.085 -1.465
H25 -0.718 -3.433 -1.852
C16 4.312 3.316 6.800
N4 3.338 3.552 5.700
O6 3.744 3.397 4.542
O7 2.195 3.887 6.029
H26 5.272 3.029 6.366
H27 4.405 4.247 7.363
H28 3.915 2.512 7.423
C17 -3.272 1.224 -4.079
N5 -2.689 2.467 -4.653
O8 -1.757 2.993 -4.033
O9 -3.182 2.879 -5.709
H29 -2.744 0.979 -3.155
H30 -4.328 1.418 -3.880
H31 -3.146 0.430 -4.818
C18 0.720 3.546 -6.345
N6 1.772 2.613 -5.859
O10 1.436 1.767 -5.022
O11 2.905 2.755 -6.333
H32 -0.222 3.307 -5.846
H33 1.040 4.560 -6.098
H34 0.630 3.409 -7.424
C19 4.234 -3.924 -3.124
N7 4.800 -2.671 -3.693
O12 4.714 -2.515 -4.916
O13 5.316 -1.880 -2.894
H35 3.816 -4.523 -3.936
H36 5.047 -4.459 -2.630
H37 3.455 -3.641 -2.414
C20 0.996 -4.830 3.006
N8 0.735 -3.378 3.200
O14 -0.447 -3.019 3.262
O15 1.723 -2.639 3.284
H38 0.041 -5.356 2.949
H39 1.555 -4.942 2.075
H40 1.578 -5.177 3.863
C21 8.220 -1.532 -4.096
N9 9.272 -2.466 -3.611
O16 8.936 -3.311 -2.773
O17 10.405 -2.324 -4.085
H41 7.278 -1.771 -3.597
H42 8.540 -0.518 -3.850
H43 8.130 -1.669 -5.176
C22 -7.651 3.701 0.715
N10 -7.344 4.727 1.748
O18 -6.562 5.631 1.432
O19 -7.896 4.596 2.846
H44 -7.099 3.940 -0.196
H45 -7.340 2.732 1.111
H46 -8.727 3.729 0.533
C23 -5.882 8.795 1.920
N11 -5.299 10.038 1.347
O20 -4.367 10.564 1.967
O21 -5.792 10.450 0.290
H47 -5.354 8.550 2.844
H48 -6.938 8.988 2.119
H49 -5.756 8.000 1.182
C24 -5.028 -3.280 -0.398
N12 -3.659 -3.689 0.019
O22 -2.921 -4.165 -0.851
O23 -3.365 -3.520 1.208
H50 -5.149 -3.485 -1.464
H51 -5.739 -3.864 0.190
H52 -5.129 -2.212 -0.196
C25 -2.190 -5.750 5.537
N13 -1.138 -6.684 6.022
O24 -1.474 -7.529 6.860
O25 -0.005 -6.541 5.549
H53 -3.132 -5.989 6.036
H54 -1.870 -4.736 5.784
H55 -2.280 -5.887 4.458
C26 5.488 -5.420 -7.072
N14 4.771 -6.463 -6.290
O26 4.383 -7.464 -6.904
O27 4.617 -6.248 -5.082
H56 5.550 -5.740 -8.114
H57 4.917 -4.493 -6.986
H58 6.485 -5.313 -6.641

Summary:
* HOMO level: -11.99 eV
* calculated total energy: -4119.45513 a.u.
* LUMO: -4.44 eV
* charge: +1
* gap between HOMO and LUMO: 0.27734 hartree

These are the Mulliken partial charges, in e, on atoms 1 to 2: -0.969, -0.219